Below is a 2-piece molecular cluster, C24H20F3NO6S overall, with properties calculated with ωB97M-V/def2-TZVPD.

XYZ file:
```
55
Properties=species:S:1:pos:R:3:lowdin_charge:R:1
F -0.62778 -5.99512 0.91022 0.108
C -0.35006 -5.01205 1.79701 -0.628
F -1.51931 -4.41246 2.13995 0.097
F 0.19862 -5.55162 2.90406 0.124
S 0.85718 -3.84310 0.95503 0.711
C 1.17134 -2.63461 2.14464 -0.236
C 2.40940 -1.98715 2.24822 -0.295
C 2.69353 -1.23306 3.43709 -0.054
C 3.83265 -0.46628 3.54788 -0.013
C 4.75736 -0.41253 2.47407 -0.196
N 5.80112 0.54619 2.49404 -0.354
O 6.61169 0.63971 1.54639 0.016
O 5.85906 1.29285 3.50121 0.000
C 4.58095 -1.26157 1.35278 -0.004
C 3.44763 -2.04238 1.24983 -0.041
O 2.00652 -4.67691 0.69211 -0.297
O 0.08113 -3.32255 -0.15565 -0.353
H 0.45454 -2.59500 2.95782 0.074
H 1.99064 -1.28968 4.27130 0.106
H 4.03509 0.15827 4.41749 0.112
H 5.34344 -1.25424 0.57150 0.116
H 3.34468 -2.72782 0.40961 0.095
C -1.98099 6.03906 -0.82457 -0.036
O -0.97584 5.09904 -0.36184 -0.063
C -1.15301 3.75938 -0.48169 -0.225
C -0.15995 2.93500 0.11508 0.027
C -0.34240 1.58040 0.19241 0.017
C -1.51436 0.95018 -0.32676 -0.182
C -1.72016 -0.43529 -0.06544 0.133
C -2.95765 -1.11694 -0.23868 -0.163
C -2.95739 -2.54341 -0.36306 0.080
C -4.12405 -3.21410 -0.65129 -0.124
C -5.33184 -2.48144 -0.80114 -0.181
O -6.40578 -3.24373 -1.15216 0.012
C -5.93572 -4.64429 -1.23111 -0.093
C -4.43669 -4.65944 -0.87748 -0.080
C -5.38316 -1.08651 -0.62052 0.029
C -4.22329 -0.43774 -0.28256 -0.010
C -2.39353 1.78204 -1.09057 -0.010
C -2.25456 3.15521 -1.14421 0.011
H -1.52769 7.01138 -0.61534 0.099
H -2.16728 5.92481 -1.90244 0.096
H -2.92107 5.92762 -0.26363 0.102
H 0.71040 3.43162 0.53876 0.134
H 0.40333 0.95830 0.68097 0.133
H -0.85449 -1.01482 0.26952 0.122
H -2.02049 -3.08401 -0.24416 0.098
H -6.53282 -5.23474 -0.52457 0.128
H -6.11642 -4.99897 -2.25418 0.127
H -3.84166 -5.09085 -1.69005 0.131
H -4.24860 -5.25850 0.02279 0.130
H -6.33403 -0.57841 -0.73225 0.127
H -4.26506 0.62537 -0.05571 0.115
H -3.21828 1.33421 -1.63796 0.114
H -2.99608 3.77653 -1.65674 0.116
```

Properties
HOMO-LUMO gap, eV: 3.4088
Maximum force, eV Å⁻¹: 1.868
Relative energy (zero: lowest compared OMol25 entry of this formula, charge and spin), kJ/mol: 0.0
E_tot, Eh: -2130.3095